(1)
The following is a quantum chemistry calculation of a molecular structure, C53H44ClIrN3O3P2Te in a non-equilibrium geometry, from the OMol25 dataset.

Element x y z (Å)
1 Ir 0.0441 0.2586 -0.2734
2 Te 0.2630 -2.7084 0.0918
3 Cl -5.2781 2.5361 -1.2119
4 P 0.1202 2.6855 0.5505
5 P -0.4738 -0.4873 -2.6163
6 O 2.7687 0.0326 6.4230
7 O 6.6132 -1.2471 2.3190
8 O 0.2870 2.2534 -2.3848
9 N -2.3438 0.2121 -0.0022
10 N 0.4099 -0.1934 2.0979
11 N 2.3605 0.2618 0.1917
12 C 2.9302 4.5969 2.8994
13 C -1.1302 2.6279 3.0353
14 C 1.7356 4.0179 2.5052
15 C -4.9597 -1.1415 -3.3408
16 C -3.4762 3.8076 2.1703
17 C -4.2252 -2.0567 -2.6013
18 C -0.5351 -0.3355 3.0221
19 C 6.4792 -0.4784 1.1572
20 C 2.7280 -0.0300 1.4500
21 C -0.6710 5.7977 -2.7461
22 C -0.3475 5.2530 -0.4386
23 C 4.0351 4.5658 2.0674
24 C -0.2728 -0.3809 4.3784
25 C 0.1441 0.5470 -3.9869
26 C 0.2894 -2.0670 -3.1119
27 C -2.2388 -0.7415 -2.9530
28 C 1.5815 -2.3079 -2.6298
29 C -0.3051 -2.9799 -3.9740
30 C -2.4260 3.6396 1.2852
31 C 1.3038 2.5711 -4.5991
32 C 2.7526 3.3913 0.4196
33 C -5.1049 0.2898 0.2917
34 C 2.2594 -3.4595 -2.9971
35 C -0.1175 3.9232 -0.7785
36 C 4.6381 0.0950 -0.5132
37 C 0.3831 -4.1269 -4.3381
38 C 0.5762 1.8366 -3.6692
39 C -0.6024 6.1913 -1.4197
40 C -4.4325 1.2599 -0.4431
41 C -3.3673 3.3747 3.4823
42 C -2.9850 0.1843 -3.6774
43 C 1.6874 -0.0810 2.4903
44 C -2.9865 -0.7453 0.6595
45 C -2.8723 -1.8576 -2.4068
46 C -3.0478 1.1889 -0.5535
47 C 1.0392 -0.1981 4.8109
48 C 0.3357 0.0513 -5.2717
49 C 1.6400 3.4039 1.2619
50 C 1.6531 -4.3760 -3.8388
51 C 4.0563 -0.2998 1.7630
52 C 3.9424 3.9631 0.8221
53 C -4.3576 -0.7355 0.8438
54 C 0.9737 0.8244 -6.2245
55 C 5.0377 -0.2287 0.7821
56 C 3.2966 0.3313 -0.7499
57 C -2.1876 2.7889 3.9122
58 C 1.3938 -0.1925 6.2687
59 C 2.0189 -0.0305 3.8415
60 C -0.4048 4.4891 -3.1040
61 C -1.2325 3.0587 1.7122
62 C -0.0682 3.5589 -2.1267
63 C 1.4898 2.0631 -5.8754
64 C -4.3400 -0.0226 -3.8731
65 H -6.0106 -1.3112 -3.5149
66 H 7.0310 -0.9134 0.3123
67 H -2.5044 1.9344 -1.1194
68 H 1.7233 3.5311 -4.3377
69 H -0.9209 6.5109 -3.5151
70 H 4.9605 5.0217 2.3806
71 H 2.9596 0.6062 -1.7421
72 H -2.3819 -1.5584 1.0401
73 H -0.2135 2.1744 3.3820
74 H -0.0731 -4.8293 -5.0180
75 H 2.9983 -0.0050 7.3573
76 H -0.7660 7.2212 -1.1514
77 H -2.0930 2.4550 4.9342
78 H -4.7060 -2.9354 -2.1990
79 H 2.6658 2.9512 -0.5657
80 H -6.1752 0.3356 0.4243
81 H 6.4289 -2.1724 2.1229
82 H 5.3571 0.1585 -1.3155
83 H 6.9414 0.4927 1.3802
84 H 2.0739 -1.5553 -2.0252
85 H 1.0926 -1.1583 6.7055
86 H -1.2995 -2.8066 -4.3626
87 H -4.9121 0.6761 -4.4654
88 H -1.0747 -0.5408 5.0815
89 H 2.9879 5.0900 3.8569
90 H -2.5326 3.9850 0.2667
91 H 0.8820 4.0769 3.1613
92 H -0.3389 5.5423 0.6021
93 H 3.0253 0.1550 4.1717
94 H -1.5517 -0.4167 2.6635
95 H -0.0193 -0.9378 -5.5173
96 H -2.5023 1.0497 -4.1116
97 H -4.8354 -1.5169 1.4094
98 H 0.8032 0.5921 6.7681
99 H 2.1729 -5.2793 -4.1154
100 H -0.4583 4.1997 -4.1415
101 H 2.0446 2.6417 -6.5999
102 H -4.1908 3.5049 4.1686
103 H 3.2581 -3.6330 -2.6285
104 H -4.3878 4.2799 1.8363
105 H 1.0940 0.4526 -7.2297
106 H 4.3519 -0.5661 2.7668
107 H -2.2936 -2.5830 -1.8482
108 H 4.7954 3.9621 0.1614

Atomic forces in eV per Å
-0.43 -3.25 3.12
-0.29 1.66 -0.19
0.02 0.12 -0.04
-0.33 0.27 -1.07
0.44 0.39 0.40
0.18 0.04 -0.07
-0.06 -0.13 0.24
0.20 0.71 -0.67
2.06 0.11 -0.44
0.13 0.76 -1.22
-1.87 -0.28 -0.69
0.10 0.08 0.05
0.06 0.06 -0.13
-0.16 -0.12 -0.08
0.02 0.04 0.00
-0.14 -0.02 0.04
-0.04 -0.01 -0.07
-0.33 -0.20 0.18
0.21 0.16 -0.26
0.26 -0.02 -0.09
0.04 -0.13 0.08
-0.07 -0.01 -0.25
-0.04 -0.02 0.07
0.40 -0.05 -0.09
-0.07 0.44 0.75
0.26 0.11 0.59
-0.02 0.18 0.31
-0.02 0.14 -0.42
-0.07 0.00 0.03
0.12 0.05 -0.03
0.09 0.08 0.18
-0.10 -0.08 0.02
0.23 0.19 -0.13
0.02 0.08 0.00
0.02 -0.54 0.04
-0.08 0.03 0.45
0.01 -0.02 0.01
-0.05 -0.29 -0.35
-0.02 0.13 0.14
0.17 -0.36 0.22
0.05 0.03 -0.02
0.24 -0.02 -0.03
-0.17 0.04 0.47
0.06 -0.49 0.35
0.16 -0.06 0.04
-0.37 0.47 -0.33
-0.07 -0.05 -0.25
0.02 0.14 -0.02
0.08 -0.46 0.09
-0.03 0.02 -0.02
-0.12 0.22 -0.18
0.06 0.02 -0.07
0.15 0.25 -0.08
-0.03 -0.10 -0.05
-0.21 -0.03 -0.06
0.27 0.11 -0.49
-0.03 -0.04 0.07
-0.37 -0.03 0.31
-0.13 -0.01 -0.09
-0.03 -0.17 -0.14
0.07 -0.30 -0.05
-0.11 0.21 0.21
-0.03 -0.02 0.15
-0.12 0.01 -0.12
-0.13 0.01 -0.01
-0.14 0.10 0.06
-0.02 0.02 0.00
-0.03 0.06 0.04
-0.02 0.10 -0.07
0.11 0.06 0.04
-0.06 -0.07 -0.01
0.02 -0.01 -0.04
0.07 0.00 0.06
-0.08 -0.08 -0.04
0.00 0.00 -0.04
-0.04 0.15 0.05
0.03 -0.02 0.12
-0.03 -0.09 0.06
0.04 0.00 -0.07
-0.08 0.03 -0.07
0.08 0.01 0.00
0.00 0.03 -0.13
-0.05 -0.15 -0.10
-0.03 -0.14 0.07
0.00 0.15 -0.11
-0.02 0.00 0.00
-0.02 0.09 -0.01
-0.15 0.01 0.04
0.02 0.04 0.12
-0.02 0.03 -0.04
-0.06 0.01 0.05
0.01 0.06 0.10
0.17 -0.06 -0.05
0.03 0.06 0.02
0.04 -0.07 -0.08
0.02 0.07 -0.03
0.00 -0.16 0.06
0.04 -0.13 -0.07
0.06 -0.10 -0.05
0.01 0.00 -0.03
0.01 0.04 -0.02
-0.05 0.02 0.04
0.11 -0.05 0.05
-0.08 0.03 -0.07
0.03 -0.06 -0.08
-0.05 -0.02 -0.01
0.01 -0.02 0.08
0.09 -0.02 -0.10

Calculated values
- HOMO (alpha / beta) (eV) = -12.4903 / -12.2005
- net charge = +2
- 2S+1 = 2
- ⟨S²⟩ = 0.788
- Kohn-Sham gap (alpha / beta) (eV) = 6.76 / 6.40

=====

(2)
The following is a quantum chemistry calculation of a molecular structure, C53H44FN2O4P2ReS3Se in a non-equilibrium geometry, from the OMol25 dataset.

Element x y z (Å)
1 Re -0.2450 -0.1694 -0.0445
2 Se 1.9273 -0.7760 -0.8806
3 S -0.7255 1.7578 1.5491
4 S 2.4267 0.6188 1.8306
5 S 2.1616 1.9254 0.2898
6 P -0.8051 -1.5531 1.8861
7 P -0.6523 1.7637 -1.5782
8 F -1.4192 -1.3419 -1.2297
9 O 3.3787 -0.3834 1.4003
10 O 2.7460 1.3603 3.0152
11 O -1.8124 0.7459 1.2619
12 O 1.0661 -0.0059 1.9574
13 N 3.0646 -3.1507 -1.9749
14 N 1.2394 -2.8480 -3.1075
15 C 1.3536 3.5518 -2.4595
16 C 3.1882 2.8448 -3.8450
17 C -1.6550 3.3074 1.4509
18 C -2.8479 5.8289 1.3089
19 C -3.8893 -0.0260 -4.2943
20 C 1.4414 1.3005 -3.2982
21 C 0.4058 -2.9107 2.0501
22 C -1.7698 3.8930 0.1641
23 C -1.8018 1.1551 -4.1282
24 C -1.9183 1.1550 -2.7435
25 C -0.9882 -0.8582 3.5693
26 C -3.2050 7.2527 -0.6096
27 C 2.5410 3.8255 -3.1146
28 C -1.6651 4.1424 -2.2385
29 C 1.6843 -4.5823 0.8706
30 C -2.8062 5.1776 2.5110
31 C -0.2934 0.5342 5.3902
32 C 4.1350 -2.9493 -1.0375
33 C -1.2906 -1.8236 4.5184
34 C -1.1034 -1.6527 5.8989
35 C -0.0124 -0.0516 7.6674
36 C 0.7918 -3.5261 0.8591
37 C -0.3840 1.6344 3.2963
38 C -2.7935 0.5681 -4.8979
39 C 0.3382 1.6448 5.9801
40 C -2.2238 5.4240 -2.2086
41 C 0.6239 1.3360 7.4174
42 C 0.0873 -2.2534 -3.7254
43 C -4.7913 -2.4150 1.8722
44 C 2.0077 -2.3221 -2.1305
45 C -2.4051 -2.3584 1.5767
46 C -2.3659 5.1736 0.1591
47 C 0.6342 2.7375 5.2112
48 C 2.2235 -5.0237 2.0697
49 C 2.9404 -4.2051 -2.8210
50 C 1.8843 -4.3821 3.2494
51 C 1.7991 -4.0158 -3.5355
52 C -3.0387 0.5818 -2.1408
53 C -2.5125 -3.3441 0.5995
54 C -0.5184 -0.4909 6.3264
55 C -0.5927 0.4340 4.0173
56 C -4.8888 -3.4110 0.9139
57 C 0.7957 2.2807 -2.5496
58 C 0.2491 2.7175 3.8650
59 C 2.6346 1.5785 -3.9382
60 C -3.7487 -3.8658 0.2707
61 C 0.9860 -3.3276 3.2404
62 C -4.0133 -0.0153 -2.9140
63 C -2.2023 3.9102 2.5575
64 C -2.5750 5.9488 -0.9937
65 C -1.4127 3.3743 -1.1085
66 C -3.5570 -1.8805 2.1934
67 C -3.3454 7.1905 0.9288
68 H 0.3893 -3.1567 -0.0797
69 H -1.4113 3.7264 -3.2039
70 H 0.2246 2.0989 8.0854
71 H 1.1521 3.5951 5.6089
72 H -4.1755 7.3705 -1.0933
73 H -2.5835 8.0912 -0.9273
74 H -2.7343 7.9540 1.4141
75 H -5.8536 -3.8262 0.6630
76 H 1.7043 1.3132 7.5715
77 H -1.3514 -2.4557 6.5767
78 H 4.9577 -3.6168 -1.2831
79 H -3.4856 -1.0929 2.9307
80 H 4.1205 3.0678 -4.3440
81 H -1.6525 -2.7828 4.1695
82 H -1.6299 -3.7002 0.0943
83 H -4.3743 7.3436 1.2555
84 H 0.7454 -2.8305 4.1676
85 H -2.3717 5.9657 -3.1296
86 H -3.8225 -4.6263 -0.4931
87 H 3.1377 0.8098 -4.5028
88 H 1.3440 -4.6153 -4.3002
89 H -0.9390 1.6025 -4.6030
90 H -0.8280 0.0083 8.3906
91 H 0.8715 4.3275 -1.8835
92 H 0.7149 -0.7638 8.0603
93 H 4.4619 -1.9095 -1.0778
94 H -0.4252 -1.6089 -3.0155
95 H 0.9981 0.3175 -3.3578
96 H -3.2079 5.6137 3.4132
97 H -4.8554 -0.4917 -2.4367
98 H -4.6440 -0.5073 -4.8972
99 H 2.9715 4.8123 -3.0444
100 H -3.1161 0.5690 -1.0598
101 H -0.5906 -3.0337 -4.0658
102 H 0.3960 -1.6654 -4.5907
103 H -2.7038 0.5604 -5.9741
104 H 2.3221 -4.6924 4.1872
105 H 2.9226 -5.8456 2.0792
106 H 3.7887 -3.1360 -0.0188
107 H -5.6792 -2.0513 2.3695
108 H 1.9500 -5.0759 -0.0534
109 H 3.6637 -4.9927 -2.8627
110 H 0.4522 3.5845 3.2518
111 H -2.1563 3.4050 3.5108

Atomic forces in eV per Å
-0.51 -0.56 0.55
0.47 -0.92 -2.10
-0.59 2.90 1.92
1.90 0.90 -0.54
-0.23 -0.09 -0.05
-0.14 -1.36 0.38
-0.01 0.39 -0.86
1.25 1.06 1.20
0.06 0.03 0.61
0.02 -0.08 0.51
-1.21 -1.55 -0.88
-1.08 -0.72 -0.76
-0.88 0.46 -0.32
0.61 0.10 0.73
-0.05 -0.09 -0.04
0.01 -0.02 -0.03
0.59 -0.36 0.10
0.11 -0.28 0.11
0.02 -0.02 -0.03
-0.09 0.12 -0.05
-0.01 0.06 -0.13
-0.03 0.23 -0.20
0.11 0.02 0.17
0.10 -0.11 0.13
-0.06 -0.31 -0.16
-0.10 0.23 -0.10
0.10 0.15 -0.01
0.03 -0.19 0.27
-0.08 -0.11 0.00
-0.11 0.16 -0.21
-0.07 0.03 -0.37
0.51 0.32 0.77
-0.17 0.24 -0.35
0.09 0.19 0.26
-0.01 -0.05 0.28
-0.14 0.01 0.03
0.21 0.48 -0.22
-0.04 -0.06 -0.14
-0.05 0.18 -0.27
-0.12 0.22 0.14
0.12 0.13 0.24
-0.58 0.60 -0.32
-0.15 -0.03 -0.03
-0.37 0.21 0.81
0.02 0.18 -0.03
0.07 -0.24 -0.02
-0.03 -0.20 0.27
0.03 0.10 0.03
-0.38 -0.36 -0.71
0.08 -0.02 0.01
0.58 -0.54 0.03
0.12 0.09 -0.04
0.03 0.01 0.11
-0.12 -0.17 -0.29
0.05 -0.06 0.17
-0.05 0.04 0.00
-0.09 -0.14 0.02
-0.17 -0.10 -0.18
-0.05 0.00 -0.06
-0.02 -0.08 -0.04
-0.06 0.03 0.00
-0.06 0.05 0.06
0.03 -0.17 0.16
0.15 -0.31 -0.06
0.12 -0.05 -0.22
0.06 0.05 0.05
-0.08 0.19 0.11
0.06 -0.17 0.06
0.00 0.04 -0.06
0.00 0.02 0.01
0.07 0.10 0.04
0.01 0.03 -0.03
-0.05 0.01 -0.01
-0.06 0.02 0.01
-0.07 -0.03 -0.02
-0.01 -0.01 0.05
0.00 -0.08 0.06
-0.05 0.03 -0.04
-0.02 0.02 0.02
0.04 0.00 -0.01
0.04 -0.08 0.02
0.00 -0.08 -0.07
0.02 0.03 0.01
0.09 -0.02 0.01
-0.03 0.05 -0.12
-0.01 -0.07 -0.02
0.05 -0.12 -0.10
0.00 -0.03 -0.09
0.06 0.02 -0.04
0.02 -0.03 0.01
0.03 0.01 0.07
-0.05 0.00 0.02
0.12 -0.15 -0.03
-0.08 -0.11 0.02
0.06 -0.04 -0.11
-0.02 0.02 0.08
-0.12 -0.02 0.04
-0.08 -0.02 -0.08
0.04 0.10 0.03
-0.10 -0.01 0.00
0.00 0.00 0.13
0.01 -0.02 -0.02
0.01 0.03 -0.09
0.05 -0.04 0.03
0.06 -0.10 0.01
0.04 -0.02 -0.07
-0.05 0.02 0.02
0.02 -0.03 -0.11
0.14 -0.14 -0.02
0.06 0.04 -0.03
0.06 0.00 0.02

Calculated values
- relative energy (zero: lowest compared OMol25 entry of this formula, charge and spin) (kJ/mol) = 191.5
- HOMO (alpha / beta) (eV) = -9.6369 / -9.6802
- net charge = +1
- 2S+1 = 4
- ⟨S²⟩ = 3.783
- Kohn-Sham gap (alpha / beta) (eV) = 7.01 / 6.14